[1]
{
  "formula": "H20O10",
  "method": "ωB97M-V/def2-TZVPD",
  "symbols": ["O", "H", "H", "O", "H", "H", "O", "H", "H", "O", "H", "H", "O", "H", "H", "O", "H", "H", "O", "H", "H", "O", "H", "H", "O", "H", "H", "O", "H", "H"],
  "xyz": [[1.961, -1.851, -0.035], [2.656, -2.180, 0.490], [2.455, -1.846, -0.874], [-1.577, 1.444, 2.279], [-0.812, 1.028, 1.982], [-1.255, 2.339, 2.192], [3.531, 0.217, 1.339], [3.987, -0.562, 1.110], [3.263, 0.535, 0.454], [0.208, 0.279, 0.177], [0.940, -0.267, -0.113], [-0.543, -0.335, -0.028], [-3.122, 1.711, -0.345], [-2.521, 1.780, 0.410], [-3.490, 0.839, -0.311], [-0.188, -1.714, -2.104], [0.357, -0.944, -2.420], [-1.053, -1.327, -2.035], [-4.164, -0.797, 0.190], [-3.363, -1.242, 0.184], [-4.324, -0.645, 1.120], [1.096, 2.939, 0.511], [1.128, 3.222, -0.431], [0.752, 2.035, 0.385], [-1.862, -1.940, 0.148], [-2.190, -2.826, 0.226], [-1.683, -1.896, 1.096], [3.090, 0.833, -1.544], [3.610, 1.251, -2.253], [3.123, -0.093, -1.800]],
  "forces_ev_per_a": [[-0.1179, 0.2223, -2.0013], [0.9932, -0.6056, 1.9276], [-0.8664, -0.1540, -0.0927], [-1.7567, 1.0566, 0.5984], [2.2274, -1.9422, -0.9084], [-0.2992, 0.9309, 0.2478], [-0.8576, 1.4237, -0.3331], [1.0912, -1.4522, -0.0546], [0.0346, 0.3259, 0.6284], [-1.5056, -0.6869, -0.2486], [0.6134, -0.2276, 0.3393], [0.7349, 1.0005, 0.1871], [0.7454, 1.3203, -0.2567], [-0.2307, -0.1856, -0.0340], [-0.5191, -0.9130, 0.2090], [1.6142, 1.0736, -0.7887], [-0.8203, -1.1237, 0.3422], [-0.7656, 0.1554, 0.0880], [-3.1031, 1.3295, 0.0302], [2.5767, -1.3416, -0.3519], [-0.3704, 0.2784, 0.3164], [-0.1847, -0.0827, -1.3243], [0.0452, 0.0601, 1.0405], [0.0758, 0.0895, 0.2912], [0.4632, -0.2543, 1.2008], [-0.4336, -1.3494, -1.1838], [0.6191, 1.0462, 0.2830], [0.2901, -0.0270, -0.6372], [-0.2392, 0.1057, 0.4896], [-0.0542, -0.0728, -0.0042]],
  "mulliken_charge": [-0.560, 0.242, 0.273, -0.651, 0.299, 0.343, -0.571, 0.267, 0.329, -0.492, 0.313, 0.242, -0.673, 0.330, 0.396, -0.638, 0.311, 0.290, -0.748, 0.473, 0.312, -0.624, 0.326, 0.366, -0.704, 0.275, 0.309, -0.578, 0.284, 0.260],
  "relative_energy_kcal_mol": 81.8,
  "homo_lumo_gap_ev": 9.65,
  "homo_ha": -0.3738,
  "energy_ev": -20799.0659,
  "spin_multiplicity": 1,
  "smiles": "O.O.O.O.O.O.O.O.O.O",
  "total_charge": 0
}

---

[2]
{
  "formula": "C64H59F11O5",
  "method": "ωB97M-V/def2-TZVPD",
  "symbols": ["C", "C", "O", "O", "C", "C", "C", "O", "C", "C", "C", "C", "C", "C", "C", "C", "C", "F", "F", "C", "F", "F", "C", "C", "C", "C", "O", "C", "C", "C", "O", "H", "H", "H", "H", "H", "H", "H", "H", "H", "H", "H", "H", "H", "H", "H", "H", "H", "H", "H", "H", "H", "H", "H", "H", "F", "C", "C", "C", "C", "C", "C", "H", "H", "H", "H", "H", "F", "C", "C", "C", "C", "C", "C", "H", "H", "H", "H", "H", "F", "C", "C", "C", "C", "C", "C", "H", "H", "H", "H", "H", "F", "C", "C", "C", "C", "C", "C", "H", "H", "H", "H", "H", "F", "C", "C", "C", "C", "C", "C", "H", "H", "H", "H", "H", "F", "C", "C", "C", "C", "C", "C", "H", "H", "H", "H", "H", "F", "C", "C", "C", "C", "C", "C", "H", "H", "H", "H", "H"],
  "xyz": [[4.422, -1.481, 1.101], [3.223, -0.924, 0.268], [3.134, -1.286, -0.881], [2.288, 0.008, 0.799], [2.747, 1.356, 0.454], [3.903, 1.710, 1.468], [3.627, 1.570, 2.940], [2.393, 1.192, 3.465], [1.444, 2.278, 3.371], [0.145, 2.042, 4.278], [-0.164, 0.517, 4.515], [-1.059, 2.821, 3.558], [-1.686, 2.025, 2.363], [-2.913, 1.066, 2.805], [-2.325, 3.037, 1.305], [4.692, 1.847, 3.894], [4.589, 1.713, 5.435], [3.310, 1.728, 5.932], [5.145, 0.458, 5.760], [5.475, 2.783, 6.226], [6.709, 2.260, 6.569], [4.815, 3.107, 7.397], [6.004, 2.268, 3.362], [6.279, 2.427, 1.958], [5.191, 2.153, 0.969], [5.550, 2.369, -0.516], [4.772, 2.626, -1.406], [7.062, 2.295, -0.911], [8.076, 2.535, -0.035], [7.669, 2.853, 1.438], [8.490, 3.400, 2.143], [4.163, -1.699, 2.168], [5.226, -0.692, 1.126], [4.852, -2.353, 0.551], [3.129, 1.263, -0.601], [1.920, 2.102, 0.442], [1.046, 2.425, 2.324], [1.885, 3.276, 3.667], [0.249, 2.544, 5.284], [0.553, 0.057, 5.246], [-1.227, 0.405, 4.874], [-0.118, -0.003, 3.521], [-1.847, 3.163, 4.277], [-0.576, 3.746, 3.115], [-0.907, 1.433, 1.816], [-3.237, 1.397, 3.821], [-2.517, 0.019, 2.770], [-3.721, 1.131, 2.032], [-3.194, 3.553, 1.805], [-2.776, 2.447, 0.460], [-1.572, 3.754, 0.888], [5.653, 3.688, 5.598], [6.851, 2.468, 4.069], [7.364, 2.067, -1.967], [9.134, 2.499, -0.376], [11.752, 1.562, -1.320], [11.812, 2.087, -2.557], [10.905, 3.065, -2.921], [10.969, 3.613, -4.196], [11.932, 3.168, -5.094], [12.836, 2.181, -4.717], [12.779, 1.640, -3.439], [10.157, 3.393, -2.210], [10.268, 4.386, -4.489], [11.979, 3.593, -6.090], [13.583, 1.832, -5.419], [13.480, 0.876, -3.124], [-0.698, -1.041, 1.497], [-0.885, -2.052, 0.638], [-1.526, -3.207, 1.043], [-1.703, -4.236, 0.126], [-1.223, -4.098, -1.174], [-0.572, -2.929, -1.557], [-0.412, -1.897, -0.642], [-1.882, -3.297, 2.063], [-2.212, -5.146, 0.423], [-1.355, -4.903, -1.887], [-0.192, -2.823, -2.565], [0.083, -0.974, -0.917], [14.893, 0.558, -6.577], [16.103, 0.135, -6.164], [16.228, -1.131, -5.622], [17.477, -1.569, -5.200], [18.581, -0.732, -5.314], [18.439, 0.540, -5.856], [17.194, 0.975, -6.289], [15.355, -1.766, -5.533], [17.589, -2.562, -4.781], [19.554, -1.073, -4.980], [19.299, 1.193, -5.941], [17.065, 1.960, -6.722], [-4.318, -4.723, -1.609], [-5.381, -4.419, -0.843], [-5.182, -3.822, 0.390], [-6.282, -3.505, 1.177], [-7.565, -3.798, 0.728], [-7.750, -4.401, -0.510], [-6.653, -4.710, -1.304], [-4.177, -3.609, 0.727], [-6.140, -3.031, 2.141], [-8.421, -3.554, 1.344], [-8.751, -4.632, -0.858], [-6.778, -5.172, -2.275], [-10.582, -2.652, 1.807], [-11.415, -2.587, 0.749], [-11.642, -1.367, 0.139], [-12.495, -1.302, -0.955], [-13.119, -2.456, -1.416], [-12.886, -3.675, -0.791], [-12.024, -3.743, 0.296], [-11.153, -0.478, 0.519], [-12.674, -0.353, -1.446], [-13.788, -2.404, -2.267], [-13.376, -4.572, -1.149], [-11.823, -4.685, 0.791], [-8.141, 1.126, 3.026], [-9.269, 0.914, 3.726], [-9.607, 1.786, 4.745], [-10.775, 1.570, 5.465], [-11.584, 0.479, 5.165], [-11.230, -0.392, 4.141], [-10.068, -0.171, 3.413], [-8.960, 2.625, 4.970], [-11.055, 2.250, 6.261], [-12.493, 0.309, 5.730], [-11.858, -1.244, 3.910], [-9.781, -0.832, 2.609], [-10.418, -2.939, -3.922], [-10.699, -1.954, -4.790], [-9.730, -1.013, -5.088], [-10.020, 0.003, -5.990], [-11.279, 0.073, -6.576], [-12.246, -0.875, -6.265], [-11.955, -1.897, -5.372], [-8.757, -1.078, -4.615], [-9.265, 0.740, -6.235], [-11.505, 0.869, -7.276], [-13.228, -0.817, -6.719], [-12.695, -2.649, -5.126]],
  "forces_ev_per_a": [[-0.2071, 0.8007, 0.3487], [0.3988, -0.7245, -0.8549], [-0.3741, 0.6738, 1.0855], [1.2134, -0.1858, -0.2720], [1.1895, -0.6628, -0.1547], [0.0727, 0.7597, 0.3412], [1.7158, 0.5192, -0.0107], [0.9722, 1.2272, -1.0939], [-1.8370, 0.9066, 0.3354], [-0.3698, 0.1251, 0.2106], [-0.2776, 0.4511, -0.4890], [1.1398, -0.2803, -0.6409], [-1.5356, 0.5662, -0.6637], [1.6312, 0.2576, -0.6615], [-0.0582, -0.7109, 0.4052], [0.6829, 0.5466, -2.3515], [0.6052, -1.1872, 0.1244], [1.3341, 0.1624, -0.6752], [-0.8690, 1.1691, -0.2710], [-0.1742, 0.0676, 0.4002], [-1.3412, 0.4211, -0.4448], [0.8064, -0.2156, -1.2302], [-0.6267, -0.1920, -0.7684], [-1.9709, -0.7009, -0.3076], [0.3186, -0.1007, 2.4479], [1.2300, -0.0566, -0.3789], [-0.0999, -0.2372, 0.7712], [0.8668, -0.1028, 0.7296], [-2.3368, -0.3812, 0.2009], [0.9545, -0.2322, -0.4997], [-0.7236, -0.3068, 0.0811], [0.1301, 0.0712, -0.9825], [-0.8086, -0.6188, -0.0032], [-0.6344, 0.6624, 0.5982], [-0.2284, 0.5862, 1.1268], [0.4729, -0.8936, 0.3176], [0.6922, -0.5029, 0.8603], [-0.0541, -1.1428, -0.1852], [0.3054, -0.5488, -1.0183], [-0.6876, 0.3980, -0.7925], [1.1758, 0.1003, -0.1189], [0.1261, 0.2258, 1.0340], [0.6863, -0.4152, -0.5172], [-0.6413, -0.6969, 0.5636], [-0.5792, 0.3878, 0.6132], [-0.0718, -0.6099, -0.8757], [-0.6486, 0.7801, 0.5140], [0.5288, 0.0332, 0.9270], [0.9998, -0.1405, -0.5257], [0.5526, 0.5598, 0.6941], [-0.7316, -0.4277, 0.4369], [-0.2536, -0.5094, 0.7342], [-0.8884, -0.2242, -0.7719], [-0.9600, 0.3327, 0.9505], [-0.8368, 0.2171, 0.7634], [-0.0485, -0.0329, 0.1113], [0.0575, 0.2071, -0.5434], [-0.1819, 0.0547, 0.1774], [0.1766, -0.1594, -0.0582], [-0.0270, 0.0424, -0.0258], [-0.1484, 0.1566, 0.0535], [0.1348, -0.1700, 0.0799], [0.0526, 0.0328, -0.0112], [0.0157, -0.0522, 0.0498], [0.0033, -0.0323, 0.0609], [-0.1083, 0.0458, 0.1390], [-0.0406, 0.0147, 0.0179], [-0.0710, 0.1795, 0.4240], [-0.0578, -0.4455, -0.3861], [-0.0972, -0.0787, 0.2811], [0.2963, 0.1940, -0.2031], [0.0323, -0.0413, 0.0259], [-0.1837, -0.2026, 0.2005], [0.2294, 0.2187, -0.5029], [0.0253, 0.0315, -0.0151], [0.0289, 0.0578, -0.0010], [-0.0203, 0.0580, 0.0487], [-0.0185, 0.0274, 0.0665], [0.0468, -0.0509, 0.0534], [-0.0393, -0.0311, -0.1162], [0.6045, -0.2149, 0.1965], [-0.2418, -0.1419, 0.0134], [0.0739, 0.2448, -0.0702], [0.0688, -0.0491, 0.0313], [-0.1204, -0.1964, 0.0503], [-0.0670, 0.2449, -0.0993], [0.0093, 0.0419, -0.0339], [-0.0453, 0.0559, -0.0189], [-0.0604, 0.0268, -0.0226], [-0.0692, -0.0193, -0.0204], [-0.0344, -0.0328, 0.0204], [0.0525, -0.0527, -0.0856], [-0.5006, 0.1563, 0.3673], [0.1890, 0.0413, 0.0700], [-0.1211, -0.1335, -0.2337], [-0.0854, 0.0342, 0.1004], [0.1659, 0.0776, 0.1317], [-0.0022, -0.1115, -0.2229], [-0.0443, 0.0306, -0.0781], [0.0264, -0.0286, -0.0551], [0.0585, -0.0199, -0.0482], [0.0611, 0.0317, -0.0220], [0.0414, 0.0057, 0.0283], [-0.0108, -0.1732, 0.0559], [-0.4478, 0.0197, -0.5967], [0.1686, 0.2219, 0.1231], [-0.0511, -0.3076, 0.0323], [-0.0363, 0.0700, -0.0681], [0.0562, 0.2260, -0.0127], [0.0907, -0.2282, 0.1735], [0.0008, -0.0397, -0.0034], [0.0342, -0.0379, 0.0530], [0.0437, -0.0014, 0.0500], [0.0597, 0.0306, 0.0363], [0.0063, 0.0469, 0.0200], [0.0801, 0.0156, -0.0518], [-0.5248, -0.0754, 0.3429], [0.1643, 0.2083, 0.0397], [-0.0131, -0.2166, -0.1607], [-0.0720, 0.0139, 0.0618], [0.0499, 0.1950, 0.1045], [0.1747, -0.0146, -0.1641], [-0.0040, -0.0318, -0.0410], [0.0513, -0.0256, -0.0432], [0.0564, 0.0068, -0.0363], [0.0656, 0.0369, -0.0352], [0.0736, 0.0621, 0.0834], [0.0149, -0.0873, 0.0650], [-0.1675, 0.4569, -0.3950], [0.2312, -0.0355, 0.1237], [-0.2302, -0.1270, 0.0108], [0.0062, 0.0985, -0.0686], [0.2115, 0.0446, 0.0549], [-0.1282, -0.1836, 0.1159], [-0.0409, -0.0400, 0.0007], [-0.0223, -0.0531, 0.0460], [0.0094, -0.0526, 0.0429], [0.0527, -0.0394, 0.0303], [0.0545, 0.0010, 0.0288]],
  "mulliken_charge": [-0.817, 0.535, -0.530, 0.022, -1.427, 1.003, 0.119, -0.347, -0.380, 0.555, -1.117, -1.494, 1.870, -1.174, -1.578, 0.259, 1.125, -0.259, -0.325, -0.093, -0.255, -0.296, -1.202, -0.201, 0.737, 0.266, -0.537, -0.692, -0.294, 0.103, -0.546, 0.249, 0.107, 0.378, 0.451, 0.442, 0.095, 0.183, 0.394, 0.408, 0.392, -0.011, 0.479, 0.243, -0.521, 0.272, 0.157, 0.391, 0.357, 0.389, 0.349, 0.450, 0.618, 0.420, 0.416, -0.305, 0.489, -0.311, -0.584, -0.610, -0.091, -0.491, 0.361, 0.372, 0.388, 0.355, 0.445, 0.027, 0.304, -0.585, -0.453, -0.523, -0.783, -0.257, 0.468, 0.508, 0.408, 0.402, 0.358, -0.340, 0.352, -0.390, -0.350, -0.464, -0.390, -0.327, 0.413, 0.357, 0.365, 0.354, 0.405, -0.223, 0.193, 0.173, -0.674, -0.336, -0.511, -0.571, 0.221, 0.391, 0.443, 0.434, 0.436, -0.335, 0.307, -0.068, -0.617, -0.491, -0.534, -0.338, 0.443, 0.380, 0.427, 0.375, 0.450, -0.308, 0.140, -0.416, -0.389, -0.527, -0.277, -0.219, 0.413, 0.359, 0.367, 0.376, 0.489, -0.303, 0.268, -0.414, -0.360, -0.460, -0.409, -0.266, 0.421, 0.361, 0.363, 0.361, 0.438],
  "homo_lumo_gap_ev": 7.65,
  "homo_ha": -0.3328,
  "energy_ev": -107450.9508,
  "spin_multiplicity": 1,
  "smiles": "CC(=O)OCc1c(OC[C@H](C)CC(C)C)c(C(F)(F)C(F)F)cc2c1C(=O)C=CC2=O.Fc1ccccc1.Fc1ccccc1.Fc1ccccc1.Fc1ccccc1.Fc1ccccc1.Fc1ccccc1.Fc1ccccc1",
  "total_charge": 0
}